[1]
Computed, not measured: an isolated molecule of C12H26BN3O4 in a non-equilibrium geometry, with ωB97M-V/def2-TZVPD.

Geometry as XYZ:
```
46
Properties=species:S:1:pos:R:3:forces:R:3:nbo_charge:R:1
C 3.764 -2.442 0.737 -0.196 0.072 -0.100 -0.61
C 2.880 -1.957 -0.413 0.264 0.287 -0.169 -0.40
C 1.787 -0.989 0.034 0.175 -0.557 -0.438 -0.23
N 1.181 -0.368 -1.148 0.070 0.095 0.256 -0.64
C 0.436 0.835 -0.914 -0.146 -0.003 -0.275 0.24
O 1.105 1.825 -0.126 -0.133 0.032 -0.015 -0.56
C 2.265 2.339 -0.737 0.072 0.116 0.334 -0.06
C 2.790 3.536 0.087 -0.010 0.099 0.150 -0.50
C 2.043 3.754 1.384 0.053 -0.081 0.267 0.16
N 2.278 3.170 2.482 0.057 0.096 -0.114 -0.59
C -0.931 0.609 -0.224 -0.295 0.266 0.180 -0.27
O -1.179 -0.739 0.176 0.316 0.045 -0.138 -0.53
C -1.611 -1.599 -0.853 -0.109 -1.657 -0.111 0.07
N -3.065 -1.671 -0.797 -0.191 2.401 0.277 -0.53
C -3.658 -1.875 0.308 0.104 -1.062 -0.125 0.41
C -4.812 -1.011 0.722 -0.322 -0.284 -0.278 -0.68
C -3.290 -2.982 1.274 0.423 0.632 0.437 -0.71
B -2.136 1.255 -1.080 -0.322 -0.293 -0.054 1.18
O -2.274 0.962 -2.422 0.908 0.297 0.005 -0.93
O -3.011 2.154 -0.497 -0.127 -0.227 -0.330 -0.94
H 4.757 -2.702 0.374 -0.004 -0.152 0.056 0.21
H 3.881 -1.647 1.475 0.062 -0.028 0.036 0.20
H 3.334 -3.307 1.242 0.027 -0.003 0.045 0.21
H 3.518 -1.430 -1.134 0.003 0.037 0.020 0.18
H 2.445 -2.788 -0.970 -0.039 -0.051 0.066 0.20
H 2.243 -0.254 0.705 -0.211 0.048 0.111 0.17
H 1.015 -1.559 0.548 -0.009 0.275 0.312 0.21
H 1.901 -0.194 -1.838 -0.039 -0.009 -0.052 0.36
H 0.269 1.286 -1.903 0.052 -0.092 -0.059 0.16
H 2.042 2.664 -1.760 0.037 -0.124 -0.062 0.17
H 3.042 1.567 -0.763 -0.009 -0.028 -0.205 0.16
H 2.748 4.453 -0.502 -0.037 -0.016 -0.046 0.22
H 3.837 3.375 0.348 0.030 -0.036 -0.081 0.21
H 1.247 4.500 1.398 -0.055 -0.072 -0.151 0.17
H 3.049 2.507 2.375 -0.029 -0.020 0.015 0.32
H -0.889 1.179 0.706 0.085 -0.128 0.088 0.22
H -1.314 -1.245 -1.836 -0.068 0.072 -0.010 0.20
H -1.119 -2.570 -0.696 0.056 0.065 0.125 0.15
H -5.262 -0.508 -0.132 0.020 -0.016 -0.025 0.24
H -4.356 -0.257 1.374 -0.039 -0.005 0.035 0.22
H -5.566 -1.528 1.317 -0.034 -0.023 -0.050 0.22
H -2.217 -3.162 1.283 -0.020 -0.181 -0.113 0.23
H -3.824 -3.880 0.962 0.037 -0.035 -0.029 0.24
H -3.592 -2.749 2.296 -0.049 -0.011 -0.006 0.22
H -2.170 1.710 -3.015 -0.503 0.041 -0.098 0.50
H -3.580 1.733 0.154 0.145 0.219 0.318 0.51
```
Forces are in eV/Å.

Values from the calculation:
Structure (SMILES): [H]/N=C\CCO[C@@H](NCCC)[C@H](OCN=C(C)C)B(O)O
Max |F| (eV/A): 2.42
HOMO level (eV): -8.34
LUMO (eV): 0.5
Calculated total energy (Ha): -962.9047
Total charge: 0

***

[2]
Computed, not measured: a structure of composition C22H45N2P3RhSSe in a non-equilibrium geometry, with ωB97M-V/def2-TZVPD.

Geometry as XYZ:
```
75
Properties=species:S:1:pos:R:3:forces:R:3:mulliken_spin:R:1
Rh -0.277 0.701 0.174 0.326 -1.530 0.798 1.66
P -1.809 2.357 -0.078 -1.758 1.762 -0.006 0.12
P -2.045 -1.181 1.011 -0.810 -1.083 0.184 0.15
P 1.557 1.956 -0.710 1.733 0.162 -1.046 0.21
H 0.278 -4.081 -1.361 0.079 -0.175 0.196 0.00
C 1.320 -3.840 -1.180 1.015 -0.108 0.806 0.00
C 1.821 -3.468 0.017 -0.349 0.492 -1.088 0.01
H 1.200 -3.404 0.920 0.189 0.020 -0.403 -0.01
C -2.753 2.168 -1.623 0.085 -0.105 -0.204 0.05
C -3.158 2.376 1.150 -0.086 0.166 0.126 0.01
C -1.317 4.116 -0.085 0.003 0.104 0.085 0.02
C -1.677 -2.971 1.074 0.587 -0.224 -0.089 0.03
C -2.730 -0.980 2.703 0.030 0.314 0.133 0.00
C -3.622 -1.312 0.080 0.123 0.592 -0.482 0.01
C 2.890 0.721 -1.009 -0.067 0.171 0.004 0.03
C 2.441 3.207 0.320 -0.344 -0.198 0.164 0.02
C 1.489 2.829 -2.327 -0.129 -0.022 0.268 0.03
H 2.008 -4.045 -2.015 -0.418 0.460 0.324 0.00
H 2.855 -3.090 0.087 -0.467 -0.732 0.051 0.00
H -3.432 3.025 -1.731 0.165 -0.170 0.069 0.01
H -3.351 1.251 -1.577 0.132 0.130 -0.084 -0.01
H -2.083 2.120 -2.487 -0.143 -0.014 0.101 -0.01
H -3.781 3.260 0.948 0.084 -0.262 0.094 0.00
H -2.765 2.462 2.169 -0.078 -0.036 -0.133 0.00
H -3.793 1.487 1.066 0.213 0.172 0.056 0.00
H -2.238 4.722 -0.092 0.309 -0.208 -0.057 0.00
H -0.723 4.387 -0.965 -0.077 -0.126 0.219 0.00
H -0.763 4.368 0.828 -0.048 -0.059 -0.186 0.00
H -2.620 -3.495 0.857 0.475 0.051 0.116 0.00
H -1.358 -3.235 2.089 0.122 -0.039 -0.323 0.00
H -0.910 -3.261 0.350 -0.234 -0.041 0.150 -0.02
H -3.829 -0.984 2.646 0.407 -0.087 0.184 0.00
H -2.406 -0.038 3.146 -0.180 0.030 0.070 0.00
H -2.372 -1.804 3.330 -0.216 0.210 -0.061 0.00
H -4.065 -2.272 0.377 0.031 0.381 -0.093 0.00
H -3.416 -1.320 -0.995 -0.253 -0.016 0.125 0.00
H -4.315 -0.505 0.345 0.168 -0.129 -0.253 0.00
H 3.682 1.204 -1.605 -0.192 -0.277 0.274 0.00
H 2.468 -0.135 -1.557 0.257 0.270 0.189 -0.01
H 3.295 0.386 -0.044 -0.029 0.050 -0.333 -0.02
H 3.366 3.496 -0.205 -0.368 -0.174 0.187 0.00
H 2.694 2.784 1.303 0.065 0.266 -0.337 0.00
H 1.818 4.099 0.464 0.170 -0.162 -0.023 0.00
H 1.713 2.131 -3.138 -0.099 0.216 0.169 -0.01
H 2.249 3.615 -2.299 -0.103 -0.072 -0.097 0.00
H 0.509 3.281 -2.483 0.099 -0.012 -0.172 0.00
C 0.528 -0.589 -4.486 0.246 -0.093 -0.454 0.12
C 0.068 -0.020 -5.712 -0.243 -0.084 -0.186 0.13
C 0.380 -0.617 -6.922 -0.219 0.469 0.242 -0.03
C 1.179 -1.768 -6.960 0.107 -0.082 0.046 0.19
C 1.704 -2.296 -5.771 0.213 0.012 0.869 -0.03
C 1.406 -1.702 -4.545 0.156 -0.638 -0.133 0.11
S -0.005 0.068 -3.025 -0.455 0.057 0.303 0.71
H -0.879 0.297 1.674 0.274 0.149 -0.401 -0.02
H -0.564 0.869 -5.654 0.184 -0.301 -0.183 0.00
H -0.003 -0.178 -7.842 0.113 -0.158 0.188 0.00
H 1.409 -2.254 -7.913 -0.114 0.242 0.365 0.00
H 2.360 -3.174 -5.796 -0.330 0.406 -0.039 0.00
H 1.777 -2.094 -3.587 -0.068 0.047 -0.644 0.01
C 2.944 -1.329 2.693 0.534 -0.299 -0.288 0.02
N 1.953 -1.083 3.714 -1.061 0.350 0.444 0.01
C 1.852 -1.825 4.883 -0.206 0.801 -0.594 0.01
C 0.849 -1.282 5.614 -0.070 0.604 -0.313 0.01
N 0.354 -0.211 4.894 0.268 -0.281 -0.800 0.02
C -0.725 0.654 5.340 -0.302 0.107 0.385 0.01
C 1.007 -0.098 3.701 0.184 -1.435 1.422 0.01
Se 0.740 1.257 2.393 0.030 -0.042 0.234 0.41
H 2.675 -2.195 2.085 -0.019 0.168 0.154 -0.01
H 3.900 -1.526 3.187 -0.101 0.132 -0.185 0.00
H 3.018 -0.448 2.064 0.131 -0.019 -0.016 -0.01
H 2.520 -2.631 5.103 0.177 -0.223 0.008 0.00
H 0.476 -1.520 6.598 0.013 -0.031 -0.077 0.00
H -1.700 0.176 5.207 0.210 0.016 -0.022 0.00
H -0.679 1.579 4.768 -0.075 0.036 0.184 -0.01
H -0.589 0.854 6.405 0.004 0.129 -0.182 0.00
```
Forces are in eV/Å.

Values from the calculation:
Multiplicity: 5
Relative energy (zero: lowest compared OMol25 entry of this formula, charge and spin) (kcal per mole): 11.3
Max |F| (eV/A): 2.49
HOMO level (spin up / spin down) (eV): -15.54 / -16.17
LUMO (spin up / spin down) (eV): -8.6 / -12.1
Calculated total energy (Ha): -4907.9528
Total charge: +3

***

[3]
Computed, not measured: an isolated molecule of C5H10OS in a non-equilibrium geometry, with ωB97M-V/def2-TZVPD.

Geometry as XYZ:
```
17
Properties=species:S:1:pos:R:3:forces:R:3:nbo_charge:R:1
C 0.137 1.268 -0.206 -0.909 2.857 -0.147 -0.19
C 0.465 0.121 -0.703 -0.584 -3.360 6.294 -0.22
C 0.067 2.566 -1.082 -0.289 0.246 0.907 -0.65
C -1.128 -1.432 0.894 -0.733 -0.480 2.324 -0.67
C 0.374 -1.271 0.503 -2.157 1.223 -4.912 0.21
O 1.087 -1.249 1.628 0.420 0.596 1.515 -0.71
S 1.033 -2.696 -0.580 -0.491 0.389 0.344 -0.12
H -0.159 1.457 0.915 0.669 -0.677 -2.286 0.22
H 0.744 -0.278 -1.592 0.713 -0.203 -2.707 0.19
H -1.020 2.926 -1.067 1.526 -0.379 -0.248 0.22
H 0.489 2.565 -2.170 -0.738 -0.359 2.202 0.23
H 0.640 3.255 -0.406 -0.414 0.079 -1.187 0.22
H -1.270 -2.511 1.341 0.396 2.175 -0.296 0.23
H -1.978 -1.390 0.170 1.399 0.300 -0.147 0.23
H -1.373 -0.576 1.709 0.596 -2.166 -1.662 0.22
H 1.987 -0.988 1.445 0.526 0.067 -0.149 0.49
H 0.619 -2.170 -1.747 0.069 -0.308 0.155 0.11
```
Forces are in eV/Å.

Values from the calculation:
Relative energy (zero: lowest compared OMol25 entry of this formula, charge and spin) (kcal per mole): 68.7
Structure (SMILES): C/C=C/[C@](C)(O)S
Max |F| (eV/A): 7.16
HOMO level (eV): -8.83
LUMO (eV): 0.8
Calculated total energy (Ha): -669.8270
Total charge: 0

***

[4]
Computed, not measured: an isolated molecule of C17H24N6O3 in a non-equilibrium geometry, with ωB97M-V/def2-TZVPD.

Geometry as XYZ:
```
50
Properties=species:S:1:pos:R:3:forces:R:3:nbo_charge:R:1
C 5.882 1.322 -0.662 0.299 0.028 -0.308 -0.26
H 5.654 1.644 -1.681 0.049 -0.005 0.096 0.20
H 6.685 0.583 -0.701 -0.047 0.086 -0.001 0.19
H 6.172 2.171 -0.048 -0.024 -0.047 -0.019 0.20
O 4.729 0.765 -0.051 -0.316 -0.076 0.259 -0.51
C 4.178 -0.281 -0.688 0.223 0.007 -0.246 0.78
O 4.617 -0.727 -1.720 -0.030 0.056 0.095 -0.59
C 2.982 -0.808 0.011 -0.238 -0.077 0.177 -0.18
C 2.569 -0.309 1.244 0.137 -0.035 -0.184 -0.18
C 1.442 -0.828 1.853 -0.060 -0.101 0.008 -0.17
C 0.717 -1.847 1.247 0.053 0.011 0.073 -0.02
C 1.130 -2.340 0.014 0.038 0.059 0.104 -0.22
C 2.256 -1.828 -0.599 0.148 0.131 -0.027 -0.15
H 2.590 -2.201 -1.555 0.033 -0.037 -0.079 0.24
H 0.570 -3.130 -0.464 -0.062 -0.101 -0.067 0.22
C -0.543 -2.368 1.893 0.046 0.181 0.105 -0.24
N -1.717 -1.794 1.261 0.097 -0.499 -0.164 -0.62
C -2.211 -0.604 1.637 -0.503 0.079 -0.485 0.69
O -1.814 0.043 2.579 0.140 0.221 0.430 -0.62
C -3.418 -0.150 0.792 0.100 0.015 0.790 -0.31
N -3.230 -0.391 -0.602 0.268 0.483 -1.431 -0.19
C -2.757 0.417 -1.584 -0.333 -0.457 0.364 0.35
N -2.740 -0.280 -2.698 0.366 1.087 -0.216 -0.30
N -3.184 -1.490 -2.397 -0.117 -0.841 -0.486 -0.06
N -3.474 -1.582 -1.166 -0.479 -0.477 0.984 -0.10
C -2.261 1.794 -1.351 0.107 0.156 0.069 -0.28
N -1.143 1.713 -0.417 -0.088 0.063 -0.003 -0.45
C 0.009 1.155 -1.106 0.070 -0.096 0.023 -0.43
H 0.750 0.828 -0.385 0.084 -0.022 -0.039 0.22
H -0.306 0.285 -1.680 0.068 -0.036 -0.020 0.21
H 0.467 1.870 -1.805 0.031 0.033 -0.045 0.17
C -0.869 2.985 0.262 -0.088 0.118 0.284 -0.04
C 0.447 2.922 1.037 -0.152 0.068 -0.274 -0.62
H 0.551 3.823 1.635 0.022 0.065 0.049 0.22
H 0.433 2.063 1.702 0.027 -0.142 0.120 0.22
H 1.308 2.855 0.379 0.131 -0.036 -0.017 0.21
C -1.980 3.290 1.269 0.129 0.038 -0.258 -0.62
H -2.947 3.446 0.797 -0.128 0.022 0.001 0.19
H -1.736 4.199 1.813 -0.027 0.121 0.047 0.21
H -2.051 2.469 1.979 -0.023 -0.086 0.092 0.24
H -0.806 3.805 -0.479 0.025 -0.082 0.042 0.16
H -3.065 2.395 -0.923 0.070 0.023 -0.053 0.22
H -1.978 2.233 -2.321 -0.092 -0.016 0.087 0.21
H -4.295 -0.715 1.123 0.064 0.144 -0.071 0.25
H -3.574 0.914 0.966 0.032 -0.157 -0.016 0.25
H -2.081 -2.245 0.432 -0.046 0.097 0.098 0.42
H -0.569 -2.078 2.946 0.024 -0.155 -0.096 0.23
H -0.604 -3.455 1.808 -0.002 0.085 0.055 0.21
H 1.111 -0.436 2.803 -0.056 0.041 0.109 0.22
H 3.131 0.482 1.714 0.034 0.063 0.042 0.23
```
Forces are in eV/Å.

Values from the calculation:
Relative energy (zero: lowest compared OMol25 entry of this formula, charge and spin) (kcal per mole): 47.4
Structure (SMILES): COC(=O)c1ccc(CNC(=O)Cn2nnnc2CN(C)C(C)C)cc1
Max |F| (eV/A): 1.53
HOMO level (eV): -9.08
LUMO (eV): 0.4
Calculated total energy (Ha): -1216.4591
Total charge: 0